1.
7 unconnected molecules or ions with the total composition C46H103N4OS, computed with wB97M-V/def2-TZVPD.

Calculated values
- Gap between HOMO and LUMO: 8.854 eV
- Relative energy (zero: lowest compared OMol25 entry of this formula, charge and spin): 0.000 eV
- Net charge: +1

Element x y z (Å)
C1 2.802 -3.890 3.121
N1 2.088 -3.233 3.993
N2 1.861 -4.105 5.062
C2 2.515 -5.226 4.733
S1 2.637 -6.632 5.743
C3 2.902 -7.912 4.484
C4 1.593 -8.626 4.109
C5 0.563 -7.677 3.483
C6 -0.903 -8.065 3.729
C7 -1.861 -6.933 3.323
C8 -2.536 -6.261 4.515
N3 -3.134 -4.972 4.014
C9 -4.049 -5.170 2.849
C10 -3.509 -6.134 1.789
N4 -2.930 -7.334 2.406
O1 3.118 -5.155 3.518
H1 3.146 -3.501 2.173
H2 3.406 -7.500 3.608
H3 3.605 -8.609 4.948
H4 1.837 -9.416 3.391
H5 1.180 -9.119 4.994
H6 0.686 -6.671 3.890
H7 0.728 -7.597 2.401
H8 -1.022 -8.276 4.797
H9 -1.173 -8.975 3.186
H10 -1.269 -6.133 2.829
H11 -3.355 -6.857 4.919
H12 -1.803 -6.029 5.293
H13 -2.351 -4.359 3.767
H14 -3.631 -4.491 4.767
H15 -5.001 -5.562 3.217
H16 -4.218 -4.180 2.420
H17 -4.370 -6.423 1.183
H18 -2.792 -5.625 1.129
H19 -2.523 -7.905 1.673
C11 2.312 0.032 4.353
C12 2.644 0.554 2.959
C13 4.010 1.234 2.868
C14 4.165 2.475 3.749
C15 3.136 3.575 3.490
C16 3.189 4.139 2.073
H20 2.268 0.844 5.083
H21 1.351 -0.472 4.360
H22 3.059 -0.686 4.690
H23 1.862 1.245 2.629
H24 2.626 -0.283 2.252
H25 4.205 1.502 1.825
H26 4.785 0.512 3.144
H27 5.168 2.884 3.594
H28 4.120 2.186 4.802
H29 3.310 4.385 4.202
H30 2.128 3.202 3.697
H31 4.179 4.545 1.854
H32 2.463 4.942 1.945
H33 2.968 3.376 1.325
C17 -1.726 -2.917 1.254
C18 -1.291 -1.738 0.392
C19 -2.162 -0.498 0.584
C20 -3.629 -0.679 0.194
C21 -3.851 -1.126 -1.251
C22 -3.321 -0.132 -2.281
H34 -2.732 -3.247 0.986
H35 -1.052 -3.768 1.121
H36 -1.716 -2.637 2.315
H37 -1.278 -2.036 -0.658
H38 -0.260 -1.473 0.646
H39 -1.730 0.323 0.008
H40 -2.109 -0.186 1.633
H41 -4.148 0.270 0.357
H42 -4.108 -1.397 0.870
H43 -4.923 -1.267 -1.409
H44 -3.390 -2.104 -1.419
H45 -3.791 0.845 -2.154
H46 -3.531 -0.473 -3.295
H47 -2.241 0.002 -2.199
C23 1.161 1.045 -1.964
C24 1.722 1.905 -3.091
C25 0.755 2.086 -4.258
C26 0.365 0.796 -4.980
C27 1.537 -0.002 -5.550
C28 2.334 0.768 -6.599
H48 0.948 0.029 -2.304
H49 1.869 0.972 -1.135
H50 0.233 1.473 -1.576
H51 2.663 1.479 -3.447
H52 1.967 2.893 -2.694
H53 1.193 2.787 -4.974
H54 -0.158 2.567 -3.892
H55 -0.318 1.053 -5.795
H56 -0.207 0.154 -4.302
H57 1.146 -0.918 -6.000
H58 2.205 -0.320 -4.744
H59 1.692 1.070 -7.429
H60 3.139 0.155 -7.006
H61 2.789 1.668 -6.181
C29 -4.952 -0.466 9.102
C30 -4.353 0.360 7.967
C31 -5.265 0.473 6.746
C32 -5.600 -0.857 6.070
C33 -4.380 -1.651 5.611
C34 -3.539 -0.935 4.559
H62 -5.129 -1.501 8.802
H63 -4.284 -0.486 9.963
H64 -5.904 -0.045 9.429
H65 -3.385 -0.060 7.679
H66 -4.145 1.368 8.333
H67 -4.804 1.148 6.019
H68 -6.203 0.950 7.043
H69 -6.241 -0.659 5.205
H70 -6.193 -1.476 6.747
H71 -4.735 -2.603 5.185
H72 -3.754 -1.910 6.471
H73 -4.139 -0.697 3.677
H74 -2.696 -1.550 4.234
H75 -3.123 -0.005 4.944
C35 5.612 7.113 -2.876
C36 6.494 5.993 -3.420
C37 6.322 5.754 -4.920
C38 4.914 5.329 -5.342
C39 4.396 4.065 -4.660
C40 5.234 2.824 -4.957
H76 4.552 6.886 -2.996
H77 5.795 7.272 -1.813
H78 5.815 8.053 -3.393
H79 6.296 5.070 -2.868
H80 7.541 6.240 -3.229
H81 7.045 5.002 -5.245
H82 6.582 6.671 -5.457
H83 4.908 5.175 -6.426
H84 4.213 6.146 -5.153
H85 3.369 3.888 -4.997
H86 4.337 4.216 -3.579
H87 5.280 2.634 -6.032
H88 4.808 1.939 -4.481
H89 6.256 2.931 -4.591
C41 0.138 5.770 -6.359
C42 -1.351 6.045 -6.553
C43 -2.240 4.866 -6.163
C44 -2.003 3.594 -6.978
C45 -2.183 3.744 -8.487
C46 -3.598 4.143 -8.894
H90 0.483 4.947 -6.987
H91 0.734 6.647 -6.614
H92 0.353 5.512 -5.319
H93 -1.538 6.331 -7.591
H94 -1.635 6.909 -5.946
H95 -3.289 5.164 -6.243
H96 -2.074 4.634 -5.105
H97 -2.687 2.818 -6.618
H98 -0.994 3.221 -6.777
H99 -1.932 2.792 -8.962
H100 -1.470 4.474 -8.880
H101 -4.326 3.410 -8.539
H102 -3.690 4.205 -9.979
H103 -3.877 5.116 -8.487


2.
A molecular structure, C5H15N3, computed with wB97M-V/def2-TZVPD.

Calculated values
- Gap between HOMO and LUMO: 8.140 eV
- Relative energy (zero: lowest compared OMol25 entry of this formula, charge and spin): 3.842 eV

Element x y z (Å)
C1 0.919 0.108 0.394
C2 -0.542 2.183 0.237
C3 0.807 1.570 -0.001
N1 0.277 -0.726 -0.631
N2 2.300 -0.326 0.546
C4 1.820 2.227 -0.555
H1 0.321 -0.049 1.307
H2 2.334 -1.271 0.914
H3 2.797 0.277 1.190
H4 0.157 -1.811 -0.262
H5 0.775 -0.652 -1.512
H6 -1.324 1.612 -0.269
H7 -0.783 2.182 1.304
H8 -0.578 3.209 -0.125
H9 2.778 1.757 -0.724
H10 1.720 3.262 -0.850
C5 -2.153 -2.452 -0.151
N3 -2.316 -1.107 -0.365
H11 -2.582 -0.660 0.511
H12 -0.997 -0.662 -0.627
H13 -2.152 -3.029 -1.075
H14 -2.771 -2.941 0.604
H15 -0.808 -2.701 0.143


3.
A molecular structure, C8H28AgB2Br2O4PdS2, computed with wB97M-V/def2-TZVPD.

Calculated values
- Expectation value of S²: 2.01
- Gap between HOMO and LUMO (alpha / beta): 6.878 / 6.485 eV
- 2S+1: 3
- Relative energy (zero: lowest compared OMol25 entry of this formula, charge and spin): 0.000 eV
- Net charge: -1

Element x y z (Å)
Ag1 0.428 -1.997 -0.426
Pd1 -2.137 1.306 -0.695
O1 -3.246 0.145 -2.242
C1 -3.332 0.957 -3.347
C2 -3.391 2.464 -3.147
O2 -2.833 2.948 -1.977
H1 -4.232 0.586 -3.883
H2 -2.593 0.623 -4.103
H3 -4.452 2.784 -3.174
H4 -2.947 2.946 -4.037
B1 -1.767 -3.181 -0.928
H5 -0.683 -3.771 -0.858
H6 -2.250 -3.010 0.161
H7 -1.553 -2.129 -1.468
H8 -2.500 -3.832 -1.605
B2 -0.009 0.611 -0.838
H9 1.144 0.339 -0.983
H10 -0.703 -0.046 -1.542
H11 -0.265 0.391 0.328
H12 -0.272 1.720 -1.198
C3 1.292 1.925 2.494
S1 1.932 1.407 4.095
O3 2.609 2.602 4.679
C4 0.323 1.435 4.909
H13 0.555 2.701 2.746
H14 0.573 1.218 2.078
H15 2.014 2.337 1.802
H16 -0.418 0.954 4.261
H17 0.051 2.486 4.966
H18 0.312 0.830 5.810
C5 1.820 -2.842 3.990
S2 0.570 -2.093 2.936
O4 1.196 -1.399 1.765
C6 -0.240 -3.612 2.408
H19 2.190 -2.083 4.679
H20 2.662 -3.213 3.403
H21 1.438 -3.667 4.591
H22 -0.799 -3.986 3.270
H23 0.499 -4.380 2.185
H24 -0.956 -3.332 1.634
Br1 2.364 3.816 -4.791
C7 2.981 1.965 -4.523
C8 1.984 1.224 -3.673
Br2 2.716 -0.547 -3.207
H25 3.974 2.091 -4.111
H26 3.001 1.550 -5.526
H27 1.059 1.091 -4.219
H28 1.890 1.668 -2.689


4.
A molecular structure, C13H17EuF7IO6PS3, computed with wB97M-V/def2-TZVPD.

Calculated values
- Expectation value of S²: 15.77
- Gap between HOMO and LUMO (alpha / beta): 2.231 / 2.462 eV
- 2S+1: 8
- Net charge: +2

Element x y z (Å)
C1 4.915 -1.185 0.878
C2 3.891 -0.256 0.784
C3 2.896 -0.183 -0.357
I1 3.426 -1.781 -1.697
O1 3.115 1.051 -1.071
S1 2.462 2.391 -0.476
O2 2.634 3.390 -1.466
O3 2.967 2.641 0.829
C4 0.699 2.038 -0.410
C5 0.134 2.572 0.897
C6 -1.343 2.953 0.772
C7 -2.325 1.889 1.214
O4 -1.880 1.302 2.414
C8 -2.688 0.236 2.808
C9 0.369 0.539 -0.476
S2 0.035 0.213 -2.210
O5 1.203 0.257 -3.008
O6 -1.024 1.106 -2.575
C10 -0.765 -1.453 -2.533
F1 0.075 -2.474 -2.389
F2 -1.105 -1.389 -3.816
C11 -2.077 -1.740 -1.761
F3 -3.107 -1.108 -2.321
F4 -2.011 -1.368 -0.453
C12 -2.422 -3.250 -1.767
F5 -2.371 -3.787 -2.925
F6 -3.784 -3.350 -1.313
F7 -1.726 -3.903 -0.876
C13 1.477 -0.245 0.278
P1 0.990 -1.919 0.839
S3 2.031 -2.531 2.362
H1 5.710 -1.215 0.158
H2 4.925 -1.815 1.747
H3 3.802 0.459 1.582
H4 0.260 2.599 -1.219
H5 0.675 3.449 1.204
H6 0.281 1.841 1.679
H7 -1.590 3.317 -0.214
H8 -1.476 3.790 1.440
H9 -2.458 1.127 0.438
H10 -3.276 2.377 1.399
H11 -3.710 0.574 2.950
H12 -2.292 -0.193 3.712
H13 -2.713 -0.534 2.015
H14 -0.531 0.428 0.106
H15 1.569 0.264 1.230
H16 1.084 -2.812 -0.230
H17 -0.345 -1.719 1.231
Eu1 -4.606 -2.595 0.600


5.
A molecular structure, C21H23IN2O2Zn, computed with wB97M-V/def2-TZVPD.

Calculated values
- Gap between HOMO and LUMO: 7.196 eV
- Relative energy (zero: lowest compared OMol25 entry of this formula, charge and spin): 0.379 eV

Element x y z (Å)
Zn1 -0.318 0.474 0.088
C1 0.848 -0.127 2.012
C2 -0.380 -0.834 2.028
C3 -1.438 0.122 2.019
C4 -0.859 1.428 2.013
C5 0.560 1.271 1.998
C6 1.590 2.331 2.269
C7 -1.622 2.700 2.237
C8 -2.903 -0.173 2.188
C9 -0.551 -2.304 2.289
C10 2.228 -0.691 2.183
H1 2.489 2.187 1.665
H2 1.896 2.294 3.319
H3 1.205 3.330 2.070
H4 -2.179 2.642 3.176
H5 -2.337 2.896 1.435
H6 -0.950 3.553 2.300
H7 -3.048 -1.127 2.697
H8 -3.438 -0.219 1.235
H9 -3.378 0.605 2.788
H10 -0.626 -2.485 3.366
H11 0.297 -2.885 1.921
H12 -1.459 -2.696 1.829
H13 2.640 -0.398 3.153
H14 2.916 -0.325 1.416
H15 2.223 -1.780 2.139
O1 -2.127 1.811 -3.178
C11 -1.633 1.218 -2.234
O2 -1.053 1.720 -1.207
C12 -1.708 -0.319 -2.248
C13 -2.280 -0.985 -3.321
C14 -2.266 -2.369 -3.331
C15 -1.689 -3.042 -2.262
C16 -1.157 -2.305 -1.222
N1 -1.164 -0.971 -1.215
H16 -2.706 -0.393 -4.118
H17 -2.695 -2.918 -4.159
H18 -1.651 -4.123 -2.234
H19 -0.712 -2.785 -0.358
I1 3.518 -2.318 -3.663
C17 2.942 -0.545 -2.705
C18 3.458 0.684 -3.079
C19 3.015 1.808 -2.401
C20 2.068 1.664 -1.402
N2 1.573 0.476 -1.052
C21 2.011 -0.610 -1.684
H20 4.184 0.766 -3.877
H21 3.391 2.789 -2.655
H22 1.665 2.519 -0.873
H23 1.609 -1.561 -1.359


6.
A single C5H10N2 molecule, computed with wB97M-V/def2-TZVPD.

Calculated values
- Structure (SMILES): C=N/C=C/CCN
- Gap between HOMO and LUMO: 9.671 eV
- Relative energy (zero: lowest compared OMol25 entry of this formula, charge and spin): 1.613 eV

Element x y z (Å)
C1 1.813 2.311 -1.629
N1 1.741 1.075 -1.452
C2 0.572 0.401 -1.131
C3 -0.112 0.327 0.008
C4 -1.345 -0.484 0.197
C5 -1.524 -1.096 1.591
N2 -0.592 -2.206 1.861
H1 0.972 3.015 -1.527
H2 2.770 2.730 -1.907
H3 0.214 -0.219 -1.937
H4 0.223 0.874 0.887
H5 -1.448 -1.304 -0.516
H6 -2.207 0.162 0.011
H7 -2.536 -1.475 1.606
H8 -1.372 -0.365 2.381
H9 0.156 -2.255 1.182
H10 -1.041 -3.120 1.848


7.
A molecular structure, C4H4O3, computed with wB97M-V/def2-TZVPD.

Calculated values
- Gap between HOMO and LUMO: 9.417 eV
- Relative energy (zero: lowest compared OMol25 entry of this formula, charge and spin): 4.947 eV

Element x y z (Å)
O1 -1.975 -0.133 -1.452
C1 -0.956 0.224 -0.948
O2 -0.314 1.402 -1.192
C2 0.958 1.175 -0.687
C3 0.004 -0.426 -0.014
C4 -0.144 -0.955 1.318
O3 0.072 -1.801 0.182
H1 1.283 2.029 -0.071
H2 1.414 0.228 -0.832
H3 -1.137 -0.962 1.747
H4 0.710 -0.894 1.991


8.
A single C4H12N2OS molecule, computed with wB97M-V/def2-TZVPD.

Calculated values
- Structure (SMILES): N[C@H](CS)CNCO
- Gap between HOMO and LUMO: 9.372 eV
- Relative energy (zero: lowest compared OMol25 entry of this formula, charge and spin): 1.988 eV

Element x y z (Å)
N1 0.368 1.375 -2.022
C1 0.591 0.267 -1.123
C2 0.094 -1.087 -1.748
S1 1.213 -2.417 -1.368
C3 -0.215 0.617 0.146
N2 0.308 -0.138 1.324
C4 0.012 0.577 2.535
O1 -1.222 0.132 3.111
H1 -0.605 1.602 -2.183
H2 0.780 1.553 -2.925
H3 1.639 0.133 -0.831
H4 -0.019 -0.983 -2.823
H5 -1.002 -1.269 -1.586
H6 0.442 -3.014 -0.426
H7 -0.217 1.668 0.387
H8 -1.330 0.393 0.063
H9 0.112 -1.121 1.244
H10 0.747 0.358 3.339
H11 0.051 1.676 2.433
H12 -1.746 -0.323 2.455


The following F_max values (in eV/A) correspond, in order, to the records above: 2.599, 2.829, 2.228, 2.670, 0.678, 1.061, 2.838, 2.861.